[1]
Density functional theory data (ωB97M-V with the def2-TZVPD basis set) for a 14-piece molecular cluster, C63H161O35P7 overall at a distorted geometry.

```
266
Properties=species:S:1:pos:R:3:lowdin_charge:R:1
C 8.390 1.897 -2.633 -0.0615
C 7.699 0.847 -1.767 -0.2512
O 8.681 0.080 -1.067 -0.1931
P 8.875 -1.547 -0.971 0.4762
O 9.837 -1.925 0.113 -0.2498
O 9.271 -2.014 -2.464 -0.2212
C 10.586 -1.783 -3.048 -0.2224
C 10.219 -1.453 -4.503 -0.0721
O 7.404 -2.142 -0.787 -0.1830
C 6.770 -1.907 0.447 -0.2994
C 6.135 -3.196 0.872 -0.0492
H 9.148 1.448 -3.275 0.0600
H 7.673 2.454 -3.237 0.0758
H 8.946 2.671 -2.105 0.0758
H 7.135 1.321 -0.963 0.1189
H 7.000 0.253 -2.356 0.0940
H 11.242 -0.994 -2.681 0.1206
H 11.108 -2.728 -2.894 0.1191
H 9.614 -0.550 -4.585 0.0642
H 11.132 -1.245 -5.059 0.0769
H 9.606 -2.264 -4.897 0.0671
H 7.438 -1.439 1.170 0.1236
H 5.962 -1.176 0.402 0.0919
H 5.325 -3.312 0.152 0.0696
H 6.870 -3.997 0.787 0.0872
H 5.644 -3.216 1.844 0.0613
C -0.978 1.094 3.203 -0.0099
C -1.197 0.579 4.703 -0.2172
O -0.043 -0.129 5.173 -0.1813
P -0.326 -1.416 6.104 0.4959
O -0.631 -1.089 7.525 -0.2310
O -1.429 -2.358 5.297 -0.2157
C -1.127 -2.898 4.013 -0.2347
C -2.509 -2.974 3.234 -0.0336
O 1.048 -2.225 5.931 -0.2002
C 1.390 -3.247 6.846 -0.2735
C 2.171 -2.708 8.057 -0.0717
H -0.090 1.726 3.210 0.0702
H -0.769 0.296 2.491 0.0526
H -1.824 1.712 2.902 0.0576
H -1.371 1.410 5.386 0.1257
H -2.055 -0.090 4.753 0.0624
H -0.445 -2.215 3.506 0.0934
H -0.583 -3.841 4.077 0.1095
H -2.400 -3.778 2.507 0.0562
H -3.340 -3.135 3.921 0.0760
H -2.805 -2.069 2.703 0.0602
H 0.593 -3.939 7.119 0.1239
H 2.184 -3.842 6.394 0.1048
H 2.830 -3.401 8.581 0.0759
H 2.898 -1.990 7.677 0.0695
H 1.540 -2.192 8.780 0.0690
C -3.460 1.523 -0.561 -0.0412
C -4.347 0.989 0.628 -0.2345
O -4.567 2.025 1.625 -0.1942
P -5.360 1.619 3.010 0.5432
O -5.657 2.759 3.924 -0.2429
O -6.721 0.847 2.478 -0.2295
C -7.995 1.523 2.505 -0.2410
C -8.971 0.531 3.137 -0.0711
O -4.405 0.446 3.622 -0.1949
C -4.522 -0.101 4.890 -0.2947
C -5.944 -0.560 5.223 -0.0613
H -3.520 0.836 -1.405 0.0723
H -3.787 2.520 -0.855 0.0702
H -2.388 1.504 -0.367 0.0458
H -5.290 0.613 0.232 0.1059
H -3.795 0.099 0.931 0.0881
H -7.935 2.450 3.074 0.1070
H -8.391 1.708 1.506 0.1178
H -8.551 0.008 3.996 0.0627
H -9.879 1.081 3.385 0.0772
H -9.279 -0.270 2.465 0.0709
H -3.881 -0.970 5.039 0.0980
H -4.235 0.631 5.644 0.1261
H -6.388 -1.146 4.418 0.0531
H -5.988 -1.216 6.093 0.0877
H -6.594 0.314 5.266 0.0679
C -1.956 8.118 5.169 -0.0567
C -1.656 9.206 4.080 -0.2325
O -2.653 9.242 3.049 -0.1931
P -2.800 8.060 1.950 0.5328
O -1.580 7.677 1.202 -0.2290
O -3.542 6.812 2.737 -0.1992
C -3.686 5.567 2.109 -0.2935
C -2.520 4.669 2.371 -0.0575
O -4.033 8.506 0.960 -0.1908
C -5.240 9.039 1.537 -0.2664
C -5.404 10.550 1.249 -0.0653
H -1.667 7.146 4.770 0.0646
H -1.302 8.355 6.008 0.0717
H -2.981 8.107 5.541 0.0810
H -1.621 10.180 4.568 0.1128
H -0.689 9.091 3.590 0.1109
H -4.628 5.119 2.426 0.1161
H -3.895 5.722 1.051 0.1142
H -1.603 5.170 2.063 0.0565
H -2.453 4.377 3.419 0.0894
H -2.610 3.767 1.765 0.0573
H -6.090 8.516 1.099 0.1170
H -5.268 8.847 2.610 0.1072
H -6.342 10.917 1.666 0.0745
H -4.568 11.108 1.670 0.0708
H -5.445 10.722 0.174 0.0740
C 2.317 4.067 -3.988 -0.0670
C 1.340 4.241 -5.155 -0.2225
O 0.380 3.161 -4.985 -0.2215
P -1.212 3.518 -4.973 0.5682
O -1.743 4.204 -6.219 -0.2668
O -1.364 4.370 -3.563 -0.1876
C -2.597 4.957 -3.244 -0.3116
C -2.484 6.171 -2.324 -0.0584
O -1.935 2.057 -4.682 -0.1673
C -1.398 1.265 -3.667 -0.3170
C -1.660 -0.227 -3.772 -0.0404
H 3.274 4.573 -4.114 0.0781
H 1.932 4.304 -2.996 0.0465
H 2.545 3.002 -3.936 0.0750
H 0.896 5.237 -5.134 0.1180
H 1.890 3.984 -6.060 0.1205
H -3.181 5.236 -4.122 0.1151
H -3.263 4.275 -2.716 0.1028
H -3.482 6.554 -2.111 0.0818
H -1.962 5.933 -1.397 0.0653
H -1.854 6.893 -2.842 0.0780
H -0.324 1.446 -3.688 0.1001
H -1.740 1.669 -2.714 0.0940
H -1.232 -0.574 -4.713 0.0814
H -1.307 -0.770 -2.895 0.0580
H -2.728 -0.430 -3.860 0.0754
C -3.417 -3.676 -7.222 -0.0550
C -4.359 -4.319 -6.206 -0.2760
O -4.494 -3.411 -5.129 -0.1837
P -5.452 -3.750 -3.874 0.5354
O -5.541 -2.742 -2.797 -0.1988
O -6.859 -4.119 -4.599 -0.1853
C -7.910 -4.728 -3.912 -0.2904
C -8.596 -5.712 -4.856 -0.0604
O -5.005 -5.221 -3.343 -0.1741
C -3.871 -5.351 -2.536 -0.2776
C -2.609 -4.998 -3.296 -0.0631
H -3.661 -2.648 -7.490 0.0801
H -2.427 -3.547 -6.784 0.0767
H -3.390 -4.291 -8.121 0.0807
H -5.356 -4.612 -6.534 0.1172
H -3.866 -5.240 -5.894 0.1031
H -7.596 -5.245 -3.005 0.1092
H -8.553 -3.898 -3.622 0.1256
H -8.889 -5.198 -5.772 0.0784
H -8.007 -6.596 -5.103 0.0780
H -9.513 -6.106 -4.416 0.0757
H -3.941 -4.862 -1.565 0.1073
H -3.856 -6.376 -2.164 0.1224
H -2.638 -3.960 -3.628 0.0722
H -1.753 -5.172 -2.645 0.0644
H -2.428 -5.557 -4.214 0.0779
C -2.086 -2.738 -0.594 -0.0474
C -1.206 -1.780 0.175 -0.2764
O -0.183 -1.358 -0.693 -0.1842
P 0.889 -0.212 -0.259 0.5478
O 1.716 -0.513 0.927 -0.2032
O 1.671 0.045 -1.668 -0.1924
C 2.743 -0.834 -2.001 -0.2213
C 4.079 -0.074 -1.652 -0.0399
O -0.050 1.111 -0.093 -0.1884
C 0.559 2.312 0.325 -0.2963
C 1.255 2.951 -0.799 -0.0745
H -1.537 -3.578 -1.021 0.0599
H -2.848 -3.200 0.034 0.0608
H -2.613 -2.207 -1.387 0.0765
H -1.774 -0.934 0.564 0.0994
H -0.662 -2.239 1.001 0.0994
H 2.671 -1.761 -1.432 0.0985
H 2.769 -1.037 -3.072 0.1100
H 4.326 0.008 -0.594 0.0580
H 4.904 -0.647 -2.076 0.0488
H 4.159 0.935 -2.056 0.0802
H -0.208 3.031 0.611 0.1208
H 1.257 2.141 1.145 0.0924
H 0.545 2.951 -1.626 0.0789
H 1.481 4.004 -0.631 0.0690
H 2.126 2.361 -1.086 0.0757
C 3.242 6.236 0.969 -0.0504
C 1.830 6.857 0.785 -0.4951
C 1.569 7.328 -0.676 -0.0383
O 0.923 5.867 1.095 -0.0618
H 3.951 7.044 0.788 0.0753
H 3.502 5.479 0.229 0.0702
H 3.354 5.917 2.005 0.0692
H 1.776 7.707 1.465 0.1295
H 1.827 6.548 -1.393 0.0659
H 2.113 8.249 -0.885 0.0719
H 0.549 7.696 -0.781 0.0632
H 0.033 6.219 1.160 0.0360
C 4.766 -2.602 -6.160 -0.0518
C 5.138 -2.058 -4.773 -0.4717
C 6.556 -2.372 -4.397 -0.0515
O 5.051 -0.647 -4.986 -0.0727
H 3.883 -2.089 -6.542 0.0816
H 4.534 -3.666 -6.121 0.0728
H 5.543 -2.367 -6.887 0.0804
H 4.424 -2.426 -4.035 0.1143
H 6.891 -1.945 -3.452 0.0513
H 7.248 -2.042 -5.171 0.0780
H 6.647 -3.444 -4.225 0.0862
H 5.507 -0.412 -5.797 0.0822
C 3.072 -4.792 -2.153 -0.0372
C 4.160 -5.692 -2.687 -0.5471
C 4.169 -7.071 -2.024 -0.0489
O 4.088 -5.960 -4.034 -0.0408
H 3.210 -4.623 -1.085 0.0745
H 2.088 -5.182 -2.412 0.0880
H 3.184 -3.793 -2.574 0.0503
H 5.113 -5.183 -2.539 0.1302
H 4.302 -7.015 -0.943 0.0786
H 4.999 -7.655 -2.420 0.0743
H 3.267 -7.558 -2.394 0.0846
H 4.954 -6.289 -4.286 0.0971
C -6.088 -2.160 1.847 -0.0629
C -5.757 -2.954 0.618 -0.5196
C -6.994 -3.651 0.141 -0.0469
O -5.365 -2.032 -0.360 -0.0594
H -5.338 -1.415 2.113 0.0527
H -6.132 -2.846 2.693 0.0864
H -7.029 -1.627 1.714 0.0789
H -4.947 -3.624 0.905 0.1211
H -7.812 -2.957 -0.052 0.0955
H -7.303 -4.387 0.883 0.0866
H -6.764 -4.211 -0.766 0.0610
H -5.519 -2.392 -1.237 -0.0092
C -0.336 -7.845 1.232 -0.0422
C -0.668 -6.311 1.244 -0.4230
C 0.638 -5.466 1.123 -0.0446
O -1.450 -6.093 0.077 -0.0860
H 0.559 -7.947 1.847 0.0780
H -0.185 -8.282 0.246 0.0746
H -1.192 -8.463 1.501 0.0753
H -1.230 -5.937 2.100 0.1220
H 0.560 -4.532 0.566 0.0687
H 1.482 -6.020 0.711 0.0688
H 0.916 -5.223 2.149 0.0595
H -1.072 -6.608 -0.640 0.0734
C 2.767 -3.036 3.051 -0.0470
C 3.471 -1.774 3.560 -0.4581
C 4.615 -1.898 4.518 -0.0297
O 3.878 -1.171 2.333 -0.0984
H 3.373 -3.675 2.408 0.0779
H 1.895 -2.736 2.470 0.0575
H 2.344 -3.606 3.878 0.0631
H 2.720 -1.136 4.025 0.1231
H 4.906 -2.939 4.652 0.0800
H 4.350 -1.469 5.484 0.0729
H 5.530 -1.410 4.180 0.0837
H 3.047 -1.055 1.866 0.0097
C 5.767 3.684 2.373 -0.0522
C 5.029 2.410 2.787 -0.4576
C 3.481 2.560 2.919 -0.0311
O 5.372 1.303 1.941 -0.0752
H 6.838 3.492 2.419 0.0760
H 5.448 4.531 2.980 0.0736
H 5.585 3.952 1.332 0.0693
H 5.431 2.078 3.744 0.1246
H 3.242 3.358 3.622 0.0771
H 3.046 1.599 3.194 0.0682
H 3.061 2.922 1.980 0.0595
H 4.897 0.508 2.193 0.0271
```

Values from the calculation:
Molecular weight in g/mol: 1695.764
HOMO-LUMO gap in eV: 9.619
Lowest unoccupied orbital energy in eV: 0.28
Total charge: 0

---

[2]
Density functional theory data (ωB97M-V with the def2-TZVPD basis set) for C4H6N2O as an isolated structure at a distorted geometry.

```
13
Properties=species:S:1:pos:R:3:lowdin_charge:R:1
C -0.822 0.976 0.028 -0.2422
C -0.139 0.434 1.111 -0.0303
C 0.896 -0.898 -0.008 -0.3793
O -2.127 0.745 -0.158 0.0585
N 2.168 -0.666 -0.141 0.0349
C 0.101 -0.833 -1.322 -0.2207
N -0.401 -0.951 -2.354 0.1534
H -2.368 0.864 -1.087 0.1212
H -0.312 1.621 -0.680 0.1420
H 2.619 -0.397 0.731 0.0391
H 0.622 1.037 1.588 0.0954
H -0.749 -0.126 1.811 0.0973
H 0.513 -1.806 0.482 0.1307
```

Values from the calculation:
Energy above the lowest of the compared OMol25 structures with the same formula, charge and spin in kcal/mol: 109.9
Molecular weight in g/mol: 98.105
HOMO-LUMO gap (alpha / beta) in eV: 8.264 / 8.272
Lowest unoccupied orbital energy (alpha / beta) in eV: -0.21 / -0.20
Total charge: 0

---

[3]
Density functional theory data (ωB97M-V with the def2-TZVPD basis set) for an isolated ion of composition CH2N3O2 and charge +1 at a distorted geometry.

```
8
Properties=species:S:1:pos:R:3:lowdin_charge:R:1
C -0.732 0.111 0.004 0.0220
N 1.535 0.022 -0.002 0.2167
N 1.121 1.288 -0.004 0.1423
N 0.476 -0.772 0.002 -0.1877
O 0.478 -1.945 -0.001 0.3902
O -0.142 1.375 0.003 0.0550
H -1.359 -0.044 -0.896 0.1807
H -1.376 -0.036 0.893 0.1809
```

Values from the calculation:
<S²>: 2.05
Energy above the lowest of the compared OMol25 structures with the same formula, charge and spin in kcal/mol: 19.8
Molecular weight in g/mol: 88.046
HOMO-LUMO gap (alpha / beta) in eV: 9.991 / 7.338
Lowest unoccupied orbital energy (alpha / beta) in eV: -5.77 / -11.03
Spin multiplicity: 3
Total charge: +1

---

[4]
Density functional theory data (ωB97M-V with the def2-TZVPD basis set) for one molecule with the formula C4H6N2O at a distorted geometry.

```
13
Properties=species:S:1:pos:R:3:lowdin_charge:R:1
C -0.811 0.251 -0.235 -0.5227
C -0.541 1.588 0.427 -0.0656
C 0.302 -1.574 -0.309 -0.1623
C 1.046 -0.749 0.766 -0.0267
H -1.115 1.335 -1.887 0.1503
H -0.792 2.578 0.112 0.1059
H 0.379 -2.687 -0.173 0.1155
H 0.251 -1.152 -1.434 0.1428
H 0.844 -0.988 1.855 0.1341
H 1.548 0.213 0.575 0.0919
N -1.117 0.264 -1.446 0.1382
N -0.465 -0.784 0.518 -0.0610
O 0.471 1.706 1.233 -0.0404
```

Values from the calculation:
Energy above the lowest of the compared OMol25 structures with the same formula, charge and spin in kcal/mol: 127.9
Molecular weight in g/mol: 98.105
HOMO-LUMO gap in eV: 9.508
Lowest unoccupied orbital energy in eV: -0.37
Structure (SMILES): [H]/N=C(\C=O)N1CC1
Total charge: 0